(1)
Formula: C4H4CaO12
Source: OMol25
Level of theory: wB97M-V/def2-TZVPD

Element x y z (Å)
Ca -24.13940 -0.57203 -24.81857
O -19.93263 -0.49631 -24.27630
C -21.27716 -0.52652 -24.48502
O -22.07066 -0.16413 -23.64344
O -21.84438 -1.01570 -25.46976
H -19.57837 -0.95289 -25.04288
O -26.04568 -4.27723 -24.27275
C -25.40612 -3.14959 -24.48697
O -24.47730 -2.82590 -23.79589
O -25.60251 -2.45331 -25.49626
H -26.63995 -4.31153 -25.02593
O -24.89643 2.63710 -27.35403
C -24.40198 1.63573 -26.64477
O -24.51379 0.42058 -26.90868
O -23.80427 1.78702 -25.57063
H -24.38747 3.38942 -27.04329
O -26.56753 0.34452 -21.13472
C -26.56236 0.53379 -22.41607
O -25.67056 0.19658 -23.19530
O -27.51488 1.21590 -22.88465
H -27.43803 0.74909 -21.12235

Charge: -2
HOMO in eV: -2.1
HOMO-LUMO gap in eV: 7.5
LUMO level in Eh: 0.1981

Here are the natural (NBO) charges for atoms 1 to 5, given in e: Ca 1.835; O -0.722; C 0.943; O -0.797; O -0.850

=====

(2)
Formula: C4H4CaO2
Source: OMol25
Level of theory: wB97M-V/def2-TZVPD

Element x y z (Å)
H 0.07878 -2.02819 -0.91383
O 2.34570 1.67436 0.91328
C 1.25913 1.32788 0.71795
C 0.02052 0.95741 0.42738
C -0.37684 -1.11312 -0.51244
C -0.29774 0.15113 -1.17856
H -0.79638 1.58241 0.78920
H -1.27063 0.57092 -1.45135
H 0.54961 0.19471 -1.87109
O -0.41809 -1.01305 0.78202
Ca -1.09407 -2.30446 2.29744

Charge: +2
HOMO (alpha / beta) in eV: -15.5 / -15.5
HOMO-LUMO gap (alpha / beta) in eV: 5.4 / 5.4
LUMO level (alpha / beta) in Eh: -0.3712 / -0.3712

Here are the natural (NBO) charges for atoms 1 to 5, given in e: H 0.215; O -0.351; C 0.681; C -0.549; C 0.497

=====

(3)
Formula: C4H4CaO6
Source: OMol25
Level of theory: wB97M-V/def2-TZVPD

Element x y z (Å)
O 0.48613 0.77972 -0.07900
C -0.60977 0.78096 -0.93809
O -0.87881 -0.41875 -1.29943
O -1.21371 1.81020 -1.16840
Ca 0.38787 -1.42131 -0.07477
O 1.98561 -0.00897 3.00626
C 1.30177 -0.86624 2.43340
C 0.59556 1.61807 1.42714
O 1.64157 -1.69021 1.53549
O -0.03331 -0.51507 2.19986
C -0.36529 0.87432 2.36429
H 0.25871 2.66291 1.39421
H 1.66563 1.83739 1.37097
H -1.42481 1.03097 2.14012
H -0.24228 1.17298 3.41096

Charge: 0
HOMO in eV: -9.9
HOMO-LUMO gap in eV: 9.1
LUMO level in Eh: -0.0292

Here are the natural (NBO) charges for atoms 1 to 5, given in e: O -0.743; C 0.941; O -0.919; O -0.644; Ca 1.842

=====

(4)
Formula: C4H4Cl12
Source: OMol25
Level of theory: wB97M-V/def2-TZVPD

Element x y z (Å)
Cl -6.47702 15.17865 10.87586
C -8.12327 14.64098 11.50666
Cl -8.89728 16.00721 12.26294
Cl -7.99105 13.37982 12.77514
H -8.64685 14.21908 10.64878
Cl -10.80614 18.55226 4.77015
C -11.63369 17.04321 4.11693
Cl -11.23739 15.49704 5.00592
Cl -11.18773 16.75577 2.42039
H -12.69948 17.26632 4.16593
Cl -11.90698 9.56165 -0.06654
C -13.34092 10.34532 0.60440
Cl -13.54820 9.96739 2.32866
Cl -14.89941 9.98066 -0.17631
H -13.22102 11.42421 0.50593
Cl -18.75545 16.30934 3.64867
C -18.77832 15.90997 5.42456
Cl -18.85391 17.36725 6.42485
Cl -17.44260 14.93469 5.89211
H -19.67981 15.30895 5.54369

Structure (SMILES): ClC(Cl)Cl.ClC(Cl)Cl.ClC(Cl)Cl.ClC(Cl)Cl
Charge: 0
HOMO in eV: -11.1
HOMO-LUMO gap in eV: 11.3
LUMO level in Eh: 0.0070

Here are the natural (NBO) charges for atoms 1 to 5, given in e: Cl -0.026; C -0.256; Cl 0.043; Cl 0.005; H 0.234

=====

(5)
Formula: C4H4Cl2
Source: OMol25
Level of theory: wB97M-V/def2-TZVPD

Element x y z (Å)
Cl -2.94905 -1.69351 0.39545
C -1.87188 -0.38822 0.41967
C -0.57157 -0.50534 0.08153
C 0.47890 0.56225 -0.12170
C 1.78245 0.40215 -0.49313
Cl 2.97480 1.69955 -0.56199
H -2.35094 0.32353 1.07014
H -0.06326 -1.45974 -0.16090
H 0.38956 1.56809 0.39230
H 2.18101 -0.50877 -1.02137

Structure (SMILES): Cl/C=C/C=C/Cl
Charge: 0
HOMO in eV: -8.9
HOMO-LUMO gap in eV: 9.1
LUMO level in Eh: 0.0068

Here are the natural (NBO) charges for atoms 1 to 5, given in e: Cl 0.018; C -0.221; C -0.233; C -0.246; C -0.186

=====

(6)
Formula: C4H4Cl2F2
Source: OMol25
Level of theory: wB97M-V/def2-TZVPD

Element x y z (Å)
C 2.07539 -0.11813 0.00985
C 0.89059 -0.04562 -0.56025
C -0.28003 0.42430 0.21774
Cl -0.51886 2.16452 0.02239
C -1.73612 -0.22040 0.06798
F -2.76886 0.23690 0.79621
F -2.22727 -0.12101 -1.14504
Cl -1.49160 -1.95006 0.35529
H 3.09019 -0.40529 -0.42562
H 2.30578 -0.05081 1.00525
H 0.83686 -0.06628 -1.64930
H -0.17606 0.15188 1.30550

Structure (SMILES): C=C[C@@H](Cl)C(F)(F)Cl
Charge: 0
HOMO in eV: -10.6
HOMO-LUMO gap in eV: 11.4
LUMO level in Eh: 0.0281

Here are the natural (NBO) charges for atoms 1 to 5, given in e: C -0.320; C -0.230; C -0.304; Cl -0.012; C 0.679

=====

(7)
Formula: C4H4ClF
Source: OMol25
Level of theory: wB97M-V/def2-TZVPD

Element x y z (Å)
C -0.10065 -1.22274 0.96365
C -0.01501 0.11622 0.93761
Cl 0.50030 0.91106 2.38744
C -0.16042 0.95443 -0.28003
C 0.07839 0.33687 -1.45114
F 0.21368 1.07205 -2.62971
H 0.20927 -1.95891 1.72143
H -0.67375 -1.56001 0.08514
H -0.27434 2.02552 -0.18145
H 0.22253 -0.67448 -1.55294

Structure (SMILES): C=C(Cl)/C=C/F
Charge: 0
HOMO in eV: -9.2
HOMO-LUMO gap in eV: 9.6
LUMO level in Eh: 0.0127

Here are the natural (NBO) charges for atoms 1 to 5, given in e: C -0.423; C -0.041; Cl 0.002; C -0.334; C 0.287

=====

(8)
Formula: C4H4ClF
Source: OMol25
Level of theory: wB97M-V/def2-TZVPD

Element x y z (Å)
C -1.06097 -0.05467 1.79479
C -0.31986 -0.04499 0.57129
C 0.30509 -0.04636 -0.46829
C 1.08036 -0.07616 -1.72427
F 0.36029 -0.67093 -2.69688
Cl 1.48880 1.58310 -2.26373
H -1.88127 -0.82767 1.83594
H -1.62856 0.92568 1.91934
H -0.36663 -0.23375 2.65077
H 2.02275 -0.55425 -1.61895

Structure (SMILES): CC#C[C@@H](F)Cl
Charge: 0
HOMO in eV: -10.2
HOMO-LUMO gap in eV: 11.0
LUMO level in Eh: 0.0312

Here are the natural (NBO) charges for atoms 1 to 5, given in e: C -0.703; C 0.065; C -0.102; C 0.172; F -0.321

=====

(9)
Formula: C4H4ClF3
Source: OMol25
Level of theory: wB97M-V/def2-TZVPD

Element x y z (Å)
C 0.59291 2.15872 0.05067
C -0.03691 1.51109 -0.90341
F -0.18488 2.20672 -2.13984
C -0.59434 0.05486 -0.79328
C 0.06921 -0.63690 0.46946
F -0.60109 -0.14556 1.57179
F 1.35482 -0.19421 0.56285
Cl -0.31878 -2.33601 0.52564
H 1.10016 3.09634 -0.35826
H 0.91735 1.97302 1.00120
H -1.65828 -0.17616 -0.83799
H -0.24482 -0.51031 -1.63478

Structure (SMILES): C=C(F)CC(F)(F)Cl
Charge: 0
HOMO in eV: -10.1
HOMO-LUMO gap in eV: 10.9
LUMO level in Eh: 0.0269

Here are the natural (NBO) charges for atoms 1 to 5, given in e: C -0.463; C 0.402; F -0.353; C -0.532; C 0.658

=====

(10)
Formula: C4H4ClFO2
Source: OMol25
Level of theory: wB97M-V/def2-TZVPD

Element x y z (Å)
O -1.41212 0.39214 -1.09189
C -0.53751 0.27321 -0.10620
C 0.28055 -0.98575 0.36520
C -0.19680 -2.16259 0.08788
F 0.55524 -3.25893 0.33961
Cl -1.63270 -2.74414 -0.55270
C 0.36040 1.41625 0.22695
O -0.09766 2.80324 -0.15662
H 1.26634 -0.66742 0.70926
H 0.66494 1.31630 1.39019
H 1.40129 1.07695 -0.11415
H -0.65197 2.54074 -1.09753

Structure (SMILES): O=C(/C=C(/F)Cl)CO
Charge: 0
HOMO in eV: -10.5
HOMO-LUMO gap in eV: 10.1
LUMO level in Eh: -0.0154

Here are the natural (NBO) charges for atoms 1 to 5, given in e: O -0.557; C 0.522; C -0.429; C 0.392; F -0.318

=====

(11)
Formula: C4H4ClN
Source: OMol25
Level of theory: wB97M-V/def2-TZVPD

Element x y z (Å)
C -1.38311 1.16375 1.07593
C 0.35040 0.09754 -1.05451
C 1.00118 -0.42785 0.24085
C -0.43522 -0.34628 0.09091
N -1.94594 2.14521 1.27316
Cl -1.58002 -1.56434 0.17708
H 0.61791 1.19319 -1.27575
H 0.41885 -0.70261 -1.76691
H 1.26462 -1.57858 0.31521
H 1.69133 0.01997 0.92403

Charge: 0
HOMO in eV: -11.0
HOMO-LUMO gap in eV: 10.7
LUMO level in Eh: -0.0100

Here are the natural (NBO) charges for atoms 1 to 5, given in e: C 0.184; C -0.453; C -0.465; C 0.028; N -0.420

=====

(12)
Formula: C4H4ClN
Source: OMol25
Level of theory: wB97M-V/def2-TZVPD

Element x y z (Å)
C -0.53192 -2.29860 0.52244
C 0.16445 -1.29965 0.09231
N -0.01772 0.11289 -0.30497
C 1.09475 -0.46508 -0.55923
C 2.57819 -0.29957 -1.07181
Cl 3.34674 -0.09817 0.54033
H -1.42129 -2.26433 0.97351
H -0.07996 -3.27024 0.58153
H 2.76664 0.69907 -1.59892
H 3.06852 -1.26895 -1.43728

Structure (SMILES): C=C1N=C1CCl
Charge: 0
HOMO in eV: -9.2
HOMO-LUMO gap in eV: 9.7
LUMO level in Eh: 0.0209

Here are the natural (NBO) charges for atoms 1 to 5, given in e: C -0.514; C 0.108; N -0.289; C 0.224; C -0.428

=====

Number 1: strongest force on any atom 6.44 eV Å⁻¹, DFT total energy -1735.63792 Eh. Number 2: strongest force on any atom 5.51 eV Å⁻¹, DFT total energy -982.13687 Eh. Number 3: strongest force on any atom 5.01 eV Å⁻¹, DFT total energy -1283.93234 Eh. Number 4: strongest force on any atom 1.62 eV Å⁻¹, DFT total energy -5677.07225 Eh. Number 5: strongest force on any atom 3.00 eV Å⁻¹, DFT total energy -1075.12987 Eh. Number 6: strongest force on any atom 3.58 eV Å⁻¹, DFT total energy -1274.88785 Eh. Number 7: strongest force on any atom 4.27 eV Å⁻¹, DFT total energy -714.80900 Eh. Number 8: strongest force on any atom 2.38 eV Å⁻¹, DFT total energy -714.80265 Eh. Number 9: strongest force on any atom 5.07 eV Å⁻¹, DFT total energy -914.55131 Eh. Number 10: strongest force on any atom 6.73 eV Å⁻¹, DFT total energy -865.24008 Eh. Number 11: strongest force on any atom 5.94 eV Å⁻¹, DFT total energy -669.61293 Eh. Number 12: strongest force on any atom 3.82 eV Å⁻¹, DFT total energy -669.63441 Eh.